Record 1
36
Properties=species:S:1:pos:R:3:forces:R:3 method="wB97M-V/def2-TZVPD" smiles="Cc1cc(C[C@@H](C)Cl)c2c(c1)C(=O)c1ccccc1C2=O" homo_ev=-8.890 fmax_ha_per_bohr=0.091 e_tot_ha=-1305.26499 homo_lumo_gap_ev=7.9
C 1.93477 -4.26215 -0.51111 -0.32 0.31 -0.19
C 1.34445 -2.78406 -0.68340 -1.57 2.54 -0.16
C 2.23295 -1.49953 -0.56548 -3.15 -0.26 -0.64
C 1.65669 -0.04342 -0.74129 -1.99 -2.99 -0.36
C 2.54765 1.27729 -0.62733 -0.52 -0.10 0.51
C 3.35796 1.40167 0.76350 -1.29 1.61 0.00
C 2.42096 1.26525 2.06778 1.02 0.37 0.01
Cl 4.83430 0.31822 0.87508 -0.92 0.52 -0.10
C 0.13234 0.04516 -1.00141 0.52 -2.25 0.34
C -0.77283 -1.24334 -1.08189 2.12 -0.62 0.40
C -0.19415 -2.66993 -0.94318 2.72 3.67 0.24
C -2.36296 -1.05687 -1.30122 -0.78 -0.40 -0.95
O -3.04651 -1.77150 -2.07417 2.42 2.27 2.99
C -2.99174 0.17536 -0.46532 -0.44 2.07 1.42
C -4.34909 0.10657 0.28381 2.63 3.70 0.11
C -4.75424 1.39936 1.07989 2.65 0.42 -1.46
C -3.88112 2.69184 1.09032 1.55 -2.84 -1.92
C -2.50793 2.76899 0.33015 -2.73 -3.81 -0.13
C -2.09543 1.47031 -0.42542 -1.80 0.28 1.21
C -0.67573 1.42927 -1.19885 0.13 0.58 -0.79
O -0.28330 2.38065 -1.91299 -1.08 -3.01 2.64
H 1.16112 -5.03950 -0.86710 1.12 1.36 0.51
H 2.14928 -4.50536 0.59599 -0.14 0.53 -1.78
H 2.87089 -4.40924 -1.16385 -1.33 0.31 1.20
H 3.33930 -1.68949 -0.33940 -1.84 0.60 -0.42
H 1.82555 2.18219 -0.63717 1.15 -1.52 0.00
H 3.24925 1.43308 -1.52209 -0.99 -0.54 1.34
H 3.75412 2.48875 0.78323 -0.37 -1.90 -0.10
H 3.10257 1.47160 2.97256 -1.08 -0.52 -1.29
H 1.95813 0.22813 2.15741 0.51 1.49 -0.16
H 1.64039 2.11385 2.07886 1.02 -1.50 -0.28
H -0.81464 -3.62231 -1.00817 0.78 1.68 0.03
H -4.99065 -0.83702 0.28284 1.08 1.61 -0.05
H -5.72168 1.45840 1.70349 1.72 -0.35 -1.25
H -4.21259 3.61055 1.67066 0.35 -1.50 -0.83
H -1.85809 3.71721 0.33529 -1.15 -1.81 -0.08


Record 2
14
Properties=species:S:1:pos:R:3:forces:R:3 method="wB97M-V/def2-TZVPD" de_lowest_kcal_mol=49.3 homo_ev="-3.421 / -10.787" fmax_ha_per_bohr=0.064 e_tot_ha=-1018.66239 homo_lumo_gap_ev="3.6 / 11.1" multiplicity=2 s2=0.75
O -0.56875 -0.64374 0.98861 -0.67 -0.06 -0.36
C -0.60913 0.33985 0.07198 -0.11 2.40 0.70
C 0.70174 -1.29845 0.92587 0.14 -0.29 -0.15
O -0.81368 1.58575 0.49104 -2.33 0.17 -0.58
O 0.48312 0.27958 -0.74149 -0.73 -0.43 -0.27
C 1.20041 -0.93145 -0.46824 0.01 -0.31 -0.21
K 1.06642 3.55765 -0.20208 -0.07 -0.09 0.02
H 0.54213 -2.37214 1.06457 0.09 0.26 0.00
H 1.35114 -0.89970 1.71602 -0.22 -0.07 -0.14
H 0.93966 -1.67922 -1.22683 0.09 0.11 0.18
H 2.27086 -0.70694 -0.50322 -0.27 -0.04 -0.04
O -2.31058 0.36217 -0.66632 1.28 0.52 0.94
H -2.07652 1.60528 0.06374 2.67 -1.88 0.42
H -2.17681 0.80138 -1.51365 0.12 -0.29 -0.51


Record 3
55
Properties=species:S:1:pos:R:3:forces:R:3 method="wB97M-V/def2-TZVPD" de_lowest_kcal_mol=6.3 homo_ev="1.427 / -2.566" fmax_ha_per_bohr=0.134 total_charge=-2 e_tot_ha=-1849.63400 homo_lumo_gap_ev="2.3 / 6.3" multiplicity=2 s2=0.75
O -19.36850 -5.34842 -17.62788 0.38 -0.03 0.24
C -19.61706 -5.99081 -16.61760 1.63 0.83 -1.40
O -20.75451 -6.27080 -16.19931 -2.83 -0.16 0.08
B -20.71635 -7.17807 -15.03690 -3.61 -2.02 1.57
O -19.28196 -7.32169 -14.75999 1.00 0.54 -0.21
C -18.61424 -6.64034 -15.68128 1.85 -0.24 -0.64
O -17.41954 -6.56210 -15.90980 -1.24 -0.34 1.03
O -21.36943 -8.47976 -15.38005 4.08 -0.22 -2.80
C -22.52141 -8.67129 -14.81671 -2.60 3.80 5.12
O -23.31233 -9.64179 -14.84865 0.23 -1.13 -1.10
C -22.64292 -7.53920 -13.77572 -0.77 -3.83 -2.96
O -21.63803 -6.67826 -13.97902 2.87 1.50 -0.58
O -23.51455 -7.42580 -12.93385 -0.59 0.67 1.23
O -18.57356 -2.34882 -17.62510 0.18 0.34 0.23
H -18.40405 -2.68476 -16.74496 0.11 -0.47 0.27
H -18.31135 -1.42909 -17.58554 -0.01 0.32 -0.04
O -20.66044 -4.30001 -12.68769 0.40 0.67 0.20
H -20.83880 -4.06143 -13.59737 -0.51 -0.04 -0.76
H -20.60094 -3.46292 -12.22729 -0.08 0.09 0.24
O -21.73932 -3.86686 -15.26333 0.11 0.49 0.77
H -21.80334 -3.52773 -16.15615 0.07 0.22 -0.73
H -21.73237 -4.81830 -15.36795 -0.29 -0.44 0.07
O -24.59157 -9.70973 -17.43855 -0.61 -0.06 -1.05
H -23.86487 -10.22396 -17.79026 0.17 -0.03 0.12
H -24.31094 -9.47059 -16.55521 0.46 -0.02 1.05
O -21.92053 -12.77131 -15.65261 0.26 -0.65 -0.21
H -21.78098 -11.85783 -15.90223 -0.14 0.53 0.14
H -22.59621 -12.73455 -14.97560 -0.19 0.32 0.13
O -14.52841 -7.22386 -15.44277 0.46 -0.32 -0.02
H -14.20956 -6.75343 -14.67254 -0.07 0.08 0.23
H -14.54122 -6.56571 -16.13770 -0.30 0.15 -0.20
O -21.13142 -4.64135 -20.18712 -0.44 -0.14 -0.07
H -20.38203 -5.18206 -20.43672 0.38 -0.04 0.20
H -21.46424 -4.29548 -21.01526 -0.06 0.17 -0.15
O -17.60797 -9.03624 -12.07658 0.31 -0.01 0.19
H -18.06593 -9.51808 -11.38787 -0.16 -0.06 0.16
H -18.08541 -9.25106 -12.87791 -0.18 0.12 -0.39
O -20.05111 -6.30459 -11.23068 0.31 -0.87 1.17
H -19.91972 -7.10657 -11.73645 0.03 -0.18 -0.15
H -20.30618 -5.64996 -11.88078 -0.17 0.51 -0.62
O -21.26649 -2.95002 -17.94511 -0.74 0.66 0.49
H -21.21317 -3.56393 -18.67758 0.06 -0.56 -0.41
H -20.36151 -2.84935 -17.64999 0.27 0.03 -0.12
O -22.95442 -5.20538 -10.68086 -0.46 0.60 0.43
H -22.33922 -5.77919 -11.13750 0.20 -0.41 -0.46
H -22.76794 -5.34406 -9.75231 0.14 -0.11 0.12
O -17.26576 -6.00583 -19.35390 0.61 -0.02 -0.82
H -17.95845 -5.69026 -18.77353 -0.59 -0.04 1.08
H -17.32835 -6.95977 -19.30570 -0.02 -0.16 0.08
O -18.23482 -3.37580 -20.15144 0.03 0.27 -0.82
H -18.45676 -2.91829 -19.34047 -0.10 -0.07 0.31
H -17.96479 -4.24929 -19.86802 0.27 -0.23 -0.13
O -25.55641 -9.23503 -12.22936 -0.95 -0.71 0.53
H -25.25077 -8.72594 -11.47860 0.27 0.29 -0.17
H -24.82430 -9.21681 -12.84573 0.60 0.41 -0.48


Record 4
9
Properties=species:S:1:pos:R:3:forces:R:3 method="wB97M-V/def2-TZVPD" de_lowest_kcal_mol=166.6 homo_ev=-11.497 fmax_ha_per_bohr=0.113 e_tot_ha=-466.60230 homo_lumo_gap_ev=9.4
C -0.19374 0.21140 0.10932 1.01 -1.49 -0.50
C 0.87958 -1.49056 -0.26156 -0.83 3.83 -2.34
H 1.53749 -2.22966 0.02118 1.21 -1.92 -0.32
N -0.85614 1.34601 0.61060 -2.44 5.17 1.16
N 0.42788 -0.69502 0.81100 -0.70 0.19 -3.27
N 0.64910 -0.95704 -1.55436 0.13 -2.56 4.98
O -0.52401 1.95364 1.70849 -0.86 -3.08 -4.06
O -1.74717 1.78147 -0.18627 2.29 -1.21 2.42
O -0.17300 0.07977 -1.25841 0.19 1.07 1.92


Record 5
16
Properties=species:S:1:pos:R:3:forces:R:3 method="wB97M-V/def2-TZVPD" de_lowest_kcal_mol=11.4 homo_ev="-14.468 / -14.467" fmax_ha_per_bohr=0.017 total_charge=+1 e_tot_ha=-399.84389 homo_lumo_gap_ev="10.7 / 5.8" multiplicity=2 s2=0.75
O 2.63085 0.75114 -0.05714 0.45 0.11 -0.34
C 1.58952 0.31565 0.49822 -0.61 -0.07 0.43
N 0.79399 -0.55792 -0.02720 0.03 -0.42 -0.22
C -0.44602 -1.07986 0.57457 -0.17 0.14 0.15
O -1.27902 -1.23218 -0.51586 -0.52 -0.22 -0.23
C 1.38391 0.92060 1.87521 0.49 -0.02 -0.74
H 0.98357 -0.97032 -0.94338 0.13 0.31 0.17
H -0.83287 -0.36376 1.29786 0.09 0.06 0.07
H -0.22865 -2.02804 1.07349 0.08 0.00 -0.05
H -2.21491 -1.16230 -0.27081 0.32 0.08 0.02
H 1.48891 0.10447 2.57488 -0.15 -0.11 0.38
H 0.42699 1.41944 1.88416 -0.38 0.02 0.13
H 2.16014 1.65359 2.03412 0.21 0.20 0.24
H -2.99772 0.07852 -2.22691 -0.52 0.36 -0.14
H -4.25872 0.98598 -1.94582 -0.10 -0.28 -0.21
O -3.30200 0.93699 -1.89923 0.65 -0.14 0.35